A structure of composition C33H30NOPPt. Source: the OMol25 dataset; level of theory: ωB97M-V with the def2-TZVPD basis set.

For the highest occupied orbital energy (spin up / spin down), the calculation gives 0.8 / 1.4 eV. Its multiplicity is 1. The HOMO-LUMO gap (spin up / spin down) is 3.96 / 3.42 eV. Its net charge is -2.

Cartesian coordinates (Å):
Pt 0.09 -0.29 -0.04
N -0.28 2.61 0.20
C -0.52 3.18 1.40
C -1.01 4.49 1.41
C -1.32 5.16 2.59
C -1.13 4.51 3.79
C -0.66 3.21 3.79
C -0.31 2.49 2.63
C 0.18 1.12 2.84
C 0.78 0.87 4.10
C 0.94 -0.39 4.63
C 0.55 -1.49 3.89
C 0.17 -1.29 2.57
C 0.02 -0.02 2.01
H -0.25 3.19 -0.62
H 0.01 1.60 0.11
H -1.17 4.99 0.46
H -1.73 6.17 2.55
H -1.38 5.00 4.72
H -0.58 2.72 4.75
H 1.16 1.71 4.68
H 1.38 -0.52 5.61
H 0.60 -2.49 4.31
H -0.02 -2.16 1.95
C 1.51 -1.41 -4.68
C 0.20 -1.08 -4.34
C -0.36 -1.54 -3.17
C 0.38 -2.35 -2.29
C 1.70 -2.65 -2.64
C 2.26 -2.20 -3.81
P -0.27 -2.87 -0.68
C -0.61 -4.68 -0.83
C -1.44 -5.23 0.17
C -1.46 -6.57 0.44
C -0.60 -7.44 -0.23
C 0.27 -6.92 -1.18
C 0.26 -5.58 -1.49
C -1.94 -2.14 -0.72
C -3.10 -2.73 -1.20
C -4.28 -2.01 -1.23
C -4.28 -0.70 -0.76
C -3.11 -0.11 -0.30
C -1.89 -0.79 -0.28
H 1.94 -1.05 -5.61
H -0.40 -0.47 -5.01
H -1.39 -1.30 -2.94
H 2.30 -3.26 -1.96
H 3.28 -2.46 -4.07
H -2.08 -4.55 0.72
H -2.15 -6.96 1.18
H -0.58 -8.50 0.02
H 0.96 -7.59 -1.70
H 0.94 -5.19 -2.24
H -3.09 -3.76 -1.56
H -5.19 -2.46 -1.61
H -5.21 -0.14 -0.76
H -3.16 0.91 0.07
C 3.19 2.11 0.72
O 2.50 1.47 -0.33
C 2.07 0.14 -0.17
C 3.20 -0.83 0.07
H 3.44 3.11 0.37
H 4.12 1.59 1.00
H 2.55 2.18 1.61
H 3.92 -0.49 0.82
H 3.77 -1.00 -0.86
H 2.80 -1.79 0.40

Atom charges from the Mulliken analysis, given in e for atoms 1 to 6: atom 1 (Pt): 1.33, atom 2 (N): 0.04, atom 3 (C): 0.60, atom 4 (C): -0.63, atom 5 (C): -0.47, atom 6 (C): -0.87

=====

A structure of composition C5H9BiO3. Source: the OMol25 dataset; level of theory: ωB97M-V with the def2-TZVPD basis set.

The energy above the lowest of the compared OMol25 structures with the same formula, charge and spin comes out at 0.000 eV. For the highest occupied orbital energy (spin up / spin down), the calculation gives -18.0 / -18.0 eV. Its multiplicity is 1. The HOMO-LUMO gap (spin up / spin down) is 7.78 / 6.75 eV. Its net charge is +2.

Cartesian coordinates (Å):
H 0.01 3.72 3.45
O -2.90 4.48 -0.06
O -2.60 4.55 -2.18
O -2.12 2.66 -1.11
C -2.99 3.80 1.16
C -2.14 3.99 -3.45
C -1.92 3.69 1.97
C -2.22 5.08 -4.49
C -2.54 3.82 -1.14
H -4.01 3.54 1.44
H -1.12 3.63 -3.30
H -2.80 3.14 -3.68
H -2.11 3.26 2.96
H -0.96 4.13 1.66
H -1.88 4.66 -5.45
H -3.25 5.44 -4.61
H -1.56 5.92 -4.22
Bi -1.74 1.55 0.49

Atom charges from the Mulliken analysis, given in e for atoms 1 to 6: atom 1 (H): 0.07, atom 2 (O): -0.19, atom 3 (O): -0.21, atom 4 (O): -0.45, atom 5 (C): -0.39, atom 6 (C): -0.19

=====

A structure of composition C27H29BrFNOPPdTe. Source: the OMol25 dataset; level of theory: ωB97M-V with the def2-TZVPD basis set.

The energy above the lowest of the compared OMol25 structures with the same formula, charge and spin comes out at 0.000 eV. For the highest occupied orbital energy (spin up / spin down), the calculation gives -9.7 / -10.9 eV. Its multiplicity is 3. The HOMO-LUMO gap (spin up / spin down) is 7.55 / 7.21 eV. Its net charge is +1.

Cartesian coordinates (Å):
Pd 0.53 -0.80 0.02
F -2.64 -5.54 1.30
C -1.77 -4.55 1.59
C -2.23 -3.46 2.31
C -1.36 -2.44 2.59
C -0.01 -2.48 2.15
C 0.88 -1.42 2.39
C 0.42 -3.64 1.44
C -0.46 -4.67 1.16
H -3.26 -3.44 2.64
H -1.70 -1.57 3.15
H 1.93 -1.56 2.20
H 0.58 -0.58 3.00
H 1.45 -3.71 1.12
H -0.15 -5.55 0.62
C 3.97 0.40 1.86
P 3.98 -0.22 0.17
C 4.25 1.22 -0.87
C 5.44 -1.26 0.02
O 2.74 -0.98 -0.21
H 4.84 1.03 2.04
H 3.99 -0.44 2.57
H 3.07 0.99 2.04
H 5.22 1.67 -0.65
H 3.47 1.97 -0.71
H 4.24 0.91 -1.92
H 6.34 -0.72 0.31
H 5.55 -1.59 -1.02
H 5.33 -2.14 0.65
Te 0.48 1.16 -1.81
C 0.86 2.88 -0.66
C 1.11 4.10 -1.27
C 1.38 5.22 -0.50
C 1.40 5.12 0.89
C 1.16 3.90 1.50
C 0.88 2.78 0.73
C -1.58 1.45 -2.06
C -2.32 2.28 -1.21
C -3.69 2.40 -1.38
C -4.33 1.68 -2.39
C -3.60 0.86 -3.23
C -2.22 0.75 -3.08
H 1.10 4.19 -2.35
H 1.57 6.17 -0.98
H 1.61 6.00 1.49
H 1.17 3.82 2.58
H 0.69 1.82 1.20
H -1.82 2.83 -0.42
H -4.25 3.05 -0.73
H -5.40 1.78 -2.52
H -4.10 0.31 -4.02
H -1.66 0.12 -3.76
Br -0.31 -3.06 -2.07
C -1.82 -2.32 -1.22
C -3.08 -2.81 -1.49
C -4.16 -2.19 -0.90
C -3.94 -1.10 -0.06
C -2.64 -0.70 0.17
N -1.59 -1.30 -0.40
H -3.21 -3.65 -2.16
H -5.17 -2.53 -1.09
H -4.76 -0.58 0.42
H -2.41 0.13 0.82

Atom charges from the Mulliken analysis, given in e for atoms 1 to 6: atom 1 (Pd): 0.99, atom 2 (F): -0.37, atom 3 (C): 0.42, atom 4 (C): -0.34, atom 5 (C): -0.77, atom 6 (C): 0.87

=====

A cluster of 3 separate species, C3H8S2 in total. Source: the OMol25 dataset; level of theory: ωB97M-V with the def2-TZVPD basis set.

The energy above the lowest of the compared OMol25 structures with the same formula, charge and spin comes out at 6.264 eV. For the highest occupied orbital energy, the calculation gives -7.9 eV. Its multiplicity is 1. The HOMO-LUMO gap is 5.49 eV.

Cartesian coordinates (Å):
C 1.69 3.39 -0.56
C 2.56 2.45 -1.18
C -2.21 -1.71 2.77
S -3.69 -2.41 2.61
S 2.45 0.27 -2.79
H 1.15 3.27 0.38
H 1.28 4.09 -1.29
H 3.55 2.81 -1.45
H 1.94 2.12 -2.09
H 2.75 1.54 -0.63
H -2.32 -0.64 2.61
H -1.29 -2.26 2.96
H 1.76 -0.98 -2.83

Atom charges from the Mulliken analysis, given in e for atoms 1 to 6: atom 1 (C): -0.34, atom 2 (C): -0.76, atom 3 (C): -0.35, atom 4 (S): -0.16, atom 5 (S): -0.49, atom 6 (H): 0.27

=====

An isolated molecule of C5H12O2. Source: the OMol25 dataset; level of theory: ωB97M-V with the def2-TZVPD basis set.

The energy above the lowest of the compared OMol25 structures with the same formula, charge and spin comes out at 0.658 eV. For the highest occupied orbital energy, the calculation gives -10.0 eV. Its multiplicity is 1. The SMILES is CC[C@@H](O)[C@@H](C)O. The HOMO-LUMO gap is 10.83 eV.

Cartesian coordinates (Å):
C 0.03 -2.41 1.13
C 0.19 -0.89 1.23
C -0.47 -0.14 0.05
O -1.61 0.59 0.45
C 0.51 0.81 -0.65
C -0.07 1.41 -1.92
O 0.79 1.82 0.32
H -1.03 -2.69 1.07
H 0.53 -2.80 0.23
H 0.47 -2.91 2.00
H -0.29 -0.53 2.15
H 1.25 -0.63 1.31
H -0.82 -0.86 -0.69
H -1.26 1.38 0.89
H 1.44 0.26 -0.88
H -1.04 1.87 -1.71
H 0.61 2.17 -2.34
H -0.21 0.63 -2.68
H 1.22 2.56 -0.13

Atom charges from the Mulliken analysis, given in e for atoms 1 to 6: atom 1 (C): -1.28, atom 2 (C): -0.54, atom 3 (C): -0.07, atom 4 (O): -0.61, atom 5 (C): 0.14, atom 6 (C): -1.36

=====

A structure of composition C32H58N3O2P2Ti. Source: the OMol25 dataset; level of theory: ωB97M-V with the def2-TZVPD basis set.

The energy above the lowest of the compared OMol25 structures with the same formula, charge and spin comes out at 0.000 eV. For the highest occupied orbital energy (spin up / spin down), the calculation gives -8.7 / -9.8 eV. Its multiplicity is 3. The HOMO-LUMO gap (spin up / spin down) is 6.34 / 7.33 eV. Its net charge is +1.

Cartesian coordinates (Å):
C -2.08 0.02 -2.17
C -1.83 -1.68 -0.58
C -3.14 -0.66 -2.77
C -2.79 -2.46 -1.22
C -3.48 -1.92 -2.30
H -3.64 -0.18 -3.60
H -3.01 -3.46 -0.82
H -4.28 -2.49 -2.77
N -1.48 -0.46 -1.07
P 0.19 1.61 -2.20
P -0.89 -0.85 1.98
C -1.54 1.32 -2.75
H -1.59 1.29 -3.85
H -2.17 2.17 -2.42
C -1.07 -2.14 0.62
H -1.42 -3.08 1.04
C 0.33 -1.56 3.26
C -2.62 -0.79 2.71
C 1.25 0.60 -3.39
C 0.46 3.45 -2.43
C 1.74 -0.99 2.98
H 1.76 0.10 3.13
H 2.44 -1.44 3.69
H 2.10 -1.20 1.97
C -0.03 -1.14 4.69
H -0.14 -0.05 4.78
H -0.93 -1.63 5.06
H 0.79 -1.44 5.35
C 0.40 -3.08 3.15
H 1.06 -3.46 3.95
H -0.58 -3.56 3.29
H 0.82 -3.39 2.19
C -2.67 0.42 3.67
H -2.15 1.29 3.24
H -3.72 0.70 3.82
H -2.24 0.19 4.65
C -3.66 -0.56 1.60
H -3.45 0.34 1.02
H -3.72 -1.42 0.92
H -4.64 -0.44 2.08
C -2.98 -2.10 3.42
H -2.63 -3.00 2.89
H -2.62 -2.14 4.46
H -4.08 -2.17 3.46
C 1.94 3.76 -2.19
H 2.08 4.85 -2.21
H 2.27 3.40 -1.21
H 2.60 3.33 -2.96
C -0.38 4.20 -1.38
H -1.46 4.03 -1.51
H -0.11 3.92 -0.36
H -0.19 5.28 -1.50
C 0.01 3.93 -3.82
H -0.99 3.57 -4.09
H -0.03 5.03 -3.80
H 0.71 3.66 -4.62
C 0.57 -0.76 -3.65
H -0.35 -0.66 -4.24
H 1.27 -1.39 -4.22
H 0.34 -1.27 -2.71
C 2.61 0.34 -2.71
H 2.50 -0.29 -1.81
H 3.26 -0.18 -3.42
H 3.11 1.28 -2.40
C 1.47 1.29 -4.75
H 0.52 1.54 -5.24
H 2.10 2.18 -4.67
H 1.99 0.57 -5.40
Ti 0.14 0.54 0.08
C -1.37 1.67 0.62
O -2.28 2.39 0.85
N 1.21 -1.25 -0.21
C 0.63 -2.33 -0.06
C 1.06 -3.75 -0.49
C 0.11 -4.84 -0.03
C 1.05 -3.78 -2.02
C 2.48 -3.98 0.05
H 0.03 -4.90 1.06
H -0.89 -4.70 -0.46
H 0.48 -5.81 -0.39
H 1.74 -3.03 -2.42
H 1.36 -4.76 -2.39
H 0.05 -3.57 -2.40
H 2.59 -4.98 0.48
H 3.21 -3.87 -0.76
H 2.74 -3.25 0.83
C 0.66 4.13 2.30
N 1.99 3.51 2.24
C 3.08 4.19 2.93
C 2.26 2.40 1.57
O 1.37 1.75 0.93
H 0.65 4.77 3.18
H -0.13 3.37 2.39
H 0.47 4.75 1.42
H 3.42 3.60 3.80
H 3.93 4.33 2.26
H 2.72 5.16 3.28
H 3.31 2.07 1.58

Atom charges from the Mulliken analysis, given in e for atoms 1 to 6: atom 1 (C): 0.00, atom 2 (C): -0.54, atom 3 (C): -0.92, atom 4 (C): -0.39, atom 5 (C): -1.29, atom 6 (H): 0.58

=====

An isolated molecule of C19H12BrN3O6. Source: the OMol25 dataset; level of theory: ωB97M-V with the def2-TZVPD basis set.

For the highest occupied orbital energy, the calculation gives -8.6 eV. Its multiplicity is 1. The SMILES is O=C(O)c1[nH]c2ccc(Br)cc2c1CCN1C(=O)c2cccc([N+](=O)[O-])c2C1=O. The HOMO-LUMO gap is 7.76 eV.

Cartesian coordinates (Å):
O -1.93 -0.87 -0.29
C -1.03 -1.20 -1.04
O -0.84 -2.49 -1.39
C -0.04 -0.32 -1.62
N 1.01 -0.83 -2.36
C 1.80 0.19 -2.77
C 2.97 0.18 -3.52
C 3.57 1.39 -3.79
C 3.01 2.58 -3.32
Br 3.90 4.22 -3.74
C 1.85 2.62 -2.58
C 1.23 1.40 -2.30
C 0.06 1.06 -1.57
C -0.83 2.02 -0.85
C -0.30 2.28 0.57
N -0.42 1.08 1.37
C 0.55 0.11 1.45
O 1.67 0.19 1.00
C -0.08 -1.02 2.18
C 0.43 -2.27 2.49
C -0.42 -3.18 3.12
C -1.72 -2.84 3.44
C -2.21 -1.56 3.15
N -3.56 -1.24 3.56
O -3.74 -0.17 4.08
O -4.40 -2.10 3.39
C -1.39 -0.66 2.51
C -1.64 0.70 1.94
O -2.63 1.37 1.93
H -1.53 -3.04 -1.00
H 1.15 -1.81 -2.52
H 3.40 -0.74 -3.88
H 4.48 1.43 -4.37
H 1.45 3.56 -2.23
H -1.84 1.61 -0.78
H -0.86 2.97 -1.39
H 0.75 2.56 0.55
H -0.90 3.06 1.05
H 1.44 -2.53 2.23
H -0.06 -4.17 3.36
H -2.37 -3.55 3.92

Atom charges from the Mulliken analysis, given in e for atoms 1 to 6: atom 1 (O): -0.58, atom 2 (C): 0.42, atom 3 (O): -0.55, atom 4 (C): 0.00, atom 5 (N): 0.03, atom 6 (C): -0.76

=====

A structure of composition C37H43F6N9O15S6. Source: the OMol25 dataset; level of theory: ωB97M-V with the def2-TZVPD basis set.

For the highest occupied orbital energy, the calculation gives -11.6 eV. Its multiplicity is 1. The HOMO-LUMO gap is 5.62 eV. Its net charge is +2.

Cartesian coordinates (Å):
O 0.57 1.77 -2.23
C 0.20 0.46 -2.16
O -0.58 0.14 -3.09
O 0.65 -0.31 -1.29
H -0.12 1.84 -2.91
C 3.82 -2.43 6.74
N 3.68 -1.49 5.60
C 4.36 -0.35 5.47
C 4.05 0.55 4.44
C 3.13 0.17 3.48
C 2.57 -1.07 3.55
C 2.75 -1.87 4.66
C 2.92 1.05 2.25
C 1.68 1.30 1.70
C 1.53 2.09 0.60
N 2.62 2.68 0.02
C 3.86 2.53 0.54
C 4.02 1.69 1.66
C 2.39 3.61 -1.10
H 4.68 -2.14 7.35
H 3.82 -3.47 6.42
H 2.98 -2.29 7.41
H 5.11 -0.08 6.21
H 4.71 1.40 4.45
H 2.00 -1.41 2.70
H 2.35 -2.83 4.94
H 0.79 0.93 2.19
H 0.54 2.29 0.18
H 4.71 2.91 -0.01
H 5.03 1.55 2.03
H 1.75 4.42 -0.73
H 1.87 3.07 -1.88
H 3.34 4.00 -1.46
C -2.32 -2.19 -3.04
N -3.15 -2.03 -1.85
C -4.01 -0.98 -1.71
C -4.89 -0.88 -0.63
C -4.88 -1.92 0.30
C -4.03 -3.02 0.15
C -3.14 -2.99 -0.93
C -5.79 -1.86 1.46
C -5.72 -0.75 2.28
C -6.62 -0.69 3.33
N -7.54 -1.65 3.58
C -7.71 -2.67 2.71
C -6.75 -2.81 1.72
C -8.47 -1.46 4.69
H -1.31 -2.10 -2.64
H -2.53 -1.52 -3.87
H -2.36 -3.20 -3.44
H -3.94 -0.25 -2.50
H -5.62 -0.08 -0.64
H -4.00 -3.77 0.93
H -2.38 -3.75 -1.04
H -5.00 0.02 2.00
H -6.65 0.12 4.04
H -8.56 -3.32 2.79
H -6.93 -3.65 1.06
H -8.93 -2.39 5.02
H -9.29 -0.83 4.34
H -7.93 -0.94 5.48
C 2.79 1.96 -5.95
N 2.99 1.04 -4.84
C 1.92 0.24 -4.55
C 2.01 -0.67 -3.52
C 3.11 -0.77 -2.71
C 4.22 0.04 -3.08
C 4.11 0.96 -4.10
C 3.10 -1.79 -1.64
C 4.30 -2.38 -1.19
C 4.23 -3.37 -0.20
N 3.02 -3.85 0.20
C 1.87 -3.36 -0.24
C 1.91 -2.30 -1.13
C 3.09 -4.90 1.26
H 1.79 2.39 -5.90
H 2.83 1.35 -6.85
H 3.60 2.68 -5.92
H 0.98 0.29 -5.09
H 1.12 -1.25 -3.33
H 5.11 0.00 -2.47
H 4.92 1.61 -4.40
H 5.28 -2.10 -1.57
H 5.17 -3.79 0.14
H 0.91 -3.79 0.04
H 0.97 -1.81 -1.39
H 3.33 -5.85 0.79
H 2.15 -4.83 1.80
H 3.89 -4.64 1.95
N 1.74 6.63 -4.27
S 2.71 5.52 -4.72
O 2.63 5.04 -6.06
O 3.12 4.53 -3.74
F 3.99 6.48 -4.72
S 0.59 5.62 -3.55
O 0.56 5.79 -2.13
O 0.32 4.28 -4.04
F -0.73 6.37 -4.07
N -1.15 -1.80 2.33
S -1.19 -0.23 1.61
O -1.85 -0.06 0.34
O -0.18 0.68 2.07
F -2.45 0.16 2.56
S -0.12 -2.30 1.30
O 1.25 -1.84 1.40
O -0.60 -2.88 0.08
F 0.01 -3.72 2.11
N -3.73 4.46 -0.41
S -4.09 3.11 0.43
O -3.05 2.54 1.27
O -5.01 2.18 -0.17
F -5.17 3.69 1.50
S -2.72 3.79 -1.28
O -3.11 2.95 -2.41
O -1.38 3.59 -0.72
F -2.47 5.15 -2.13

Atom charges from the Mulliken analysis, given in e for atoms 1 to 6: atom 1 (O): 1.19, atom 2 (C): -0.25, atom 3 (O): -0.70, atom 4 (O): -0.85, atom 5 (H): -0.07, atom 6 (C): -0.87

=====

| no. | strongest force on any atom (eV/A) |
| --- | --- |
| 1 | 2.04 |
| 2 | 4.24 |
| 3 | 0.31 |
| 4 | 2.81 |
| 5 | 0.30 |
| 6 | 5.37 |
| 7 | 1.12 |
| 8 | 14.48 |